1.
C49H67N9O2P2Ti | the ωB97M-V functional and the def2-TZVPD basis

XYZ file:
```
130
C49H67N9O2P2Ti (the ωB97M-V functional and the def2-TZVPD basis)
Ti -0.458 0.362 0.069
C 5.044 -1.036 -1.024
C 3.982 -1.648 -0.113
C 4.482 -2.929 0.559
P 3.159 -0.534 1.141
C 4.423 -0.117 2.453
C 5.897 0.074 2.084
C 4.337 -1.149 3.588
C 3.023 1.001 0.142
C 3.821 2.131 0.326
C 3.777 3.221 -0.531
C 4.645 4.427 -0.300
C 2.907 3.168 -1.618
C 2.068 2.087 -1.789
C 2.097 1.009 -0.904
N 1.149 -0.061 -1.028
C 1.280 -0.891 -2.158
C 2.185 -0.637 -3.194
C 2.247 -1.459 -4.307
C 1.435 -2.578 -4.443
C 1.498 -3.466 -5.656
C 0.583 -2.871 -3.385
C 0.497 -2.059 -2.261
P -0.377 -2.438 -0.726
C -1.828 -3.613 -0.853
C -3.206 -2.933 -0.826
C -1.815 -4.719 -1.908
C 0.934 -3.454 0.160
C 0.420 -4.290 1.337
C 1.779 -4.354 -0.743
H 5.404 -1.795 -1.724
H 4.643 -0.208 -1.607
H 5.904 -0.667 -0.467
H 3.136 -1.922 -0.755
H 5.414 -2.756 1.097
H 3.757 -3.329 1.273
H 4.679 -3.698 -0.191
H 4.039 0.835 2.844
H 6.336 -0.861 1.737
H 6.062 0.822 1.312
H 6.456 0.379 2.972
H 4.880 -2.058 3.322
H 4.791 -0.753 4.498
H 3.311 -1.442 3.816
H 4.494 2.182 1.171
H 5.129 4.384 0.675
H 5.425 4.500 -1.061
H 4.053 5.342 -0.344
H 2.858 4.001 -2.310
H 1.345 2.082 -2.597
H 2.846 0.214 -3.140
H 2.952 -1.216 -5.094
H 2.165 -3.052 -6.410
H 1.863 -4.462 -5.398
H 0.513 -3.586 -6.110
H -0.009 -3.774 -3.438
H -1.723 -4.099 0.122
H -3.581 -2.743 -1.832
H -3.927 -3.598 -0.344
H -3.202 -1.982 -0.292
H -1.988 -4.308 -2.904
H -0.883 -5.282 -1.924
H -2.627 -5.421 -1.705
H 1.582 -2.669 0.567
H -0.137 -5.164 0.995
H 1.276 -4.660 1.905
H -0.212 -3.747 2.044
H 1.175 -5.125 -1.225
H 2.295 -3.796 -1.521
H 2.532 -4.864 -0.137
C -0.191 1.255 5.969
C 0.722 0.441 5.316
C 0.914 0.553 3.943
C 0.152 1.430 3.169
C -0.741 2.277 3.852
C -0.897 2.202 5.226
N 0.283 1.530 1.767
C 0.564 2.856 1.426
C 1.302 3.751 2.210
C 1.510 5.047 1.775
C 0.987 5.480 0.558
C 0.271 4.603 -0.234
C 0.075 3.296 0.208
N -0.584 2.297 -0.510
N -1.168 2.739 -1.597
C -1.700 1.745 -2.335
C -2.394 2.076 -3.511
C -2.947 1.075 -4.263
C -2.801 -0.245 -3.830
C -2.099 -0.485 -2.672
N -1.539 0.471 -1.918
H -0.310 1.200 7.044
H 1.323 -0.261 5.882
H 1.682 -0.032 3.446
H -1.274 3.026 3.275
H -1.552 2.902 5.735
H 1.716 3.424 3.156
H 2.089 5.728 2.387
H 1.149 6.497 0.227
H -0.133 4.902 -1.190
H -2.470 3.119 -3.780
H -3.487 1.302 -5.172
H -3.216 -1.075 -4.385
H -1.971 -1.498 -2.341
N -0.754 -1.074 1.929
C -2.028 -0.828 2.605
C -2.639 -2.129 3.133
C -3.941 -2.001 3.914
C -3.833 -1.167 5.190
N -3.675 0.271 4.968
C -4.576 1.054 4.400
N -5.845 0.658 4.260
N -4.238 2.307 4.067
C -2.944 -0.053 1.653
O -4.102 0.183 1.975
O -2.395 0.310 0.552
H -0.734 -2.021 1.584
H 0.029 -0.978 2.558
H -1.827 -0.158 3.440
H -1.887 -2.610 3.769
H -2.809 -2.802 2.285
H -4.264 -3.001 4.213
H -4.710 -1.595 3.256
H -2.960 -1.471 5.768
H -4.697 -1.339 5.838
H -2.758 0.672 5.119
H -6.081 -0.300 4.448
H -6.420 1.123 3.578
H -3.264 2.480 3.870
H -4.885 2.846 3.516
```

Calculated values
- 2S+1 = 2
- total charge = +1
- relative energy (zero: lowest compared OMol25 entry of this formula, charge and spin) (kJ/mol) = 90.5

2.
C3H3NO3 | the ωB97M-V functional and the def2-TZVPD basis

XYZ file:
```
10
C3H3NO3 (the ωB97M-V functional and the def2-TZVPD basis)
H -0.297 1.970 -1.410
N -0.979 1.491 -0.823
C -0.478 0.427 -0.374
C -1.331 -0.483 0.472
O -0.932 -1.541 0.890
O 0.740 -0.085 -0.743
C 1.642 -0.457 0.227
O 1.913 0.216 1.175
H -2.359 -0.116 0.633
H 2.080 -1.422 -0.048
```

Calculated values
- total charge = 0
- relative energy (zero: lowest compared OMol25 entry of this formula, charge and spin) (kJ/mol) = 158.1

3.
C18H24AuIN4OSe | the ωB97M-V functional and the def2-TZVPD basis

XYZ file:
```
50
C18H24AuIN4OSe (the ωB97M-V functional and the def2-TZVPD basis)
C 2.320 -0.581 -3.713
I -2.569 -0.712 -2.663
H 1.445 -0.510 -4.380
H 2.795 -1.559 -3.764
H 3.040 0.171 -4.052
C -1.033 3.650 0.422
C -2.299 3.352 0.112
N -2.318 2.070 -0.421
C -1.053 1.632 -0.612
N -0.269 2.548 0.019
H -0.594 4.498 0.906
H -3.200 3.919 0.271
C 2.251 -3.502 -0.740
C 1.026 -1.769 -1.536
N 1.922 -2.175 -0.577
H 1.297 -5.016 -2.027
N 0.646 -2.973 -2.152
H 3.036 -3.976 -0.175
Au -0.348 -0.071 -1.611
C 1.834 -0.344 -2.347
O 2.444 0.413 -1.555
C 1.425 -4.013 -1.683
C -0.532 -3.290 -2.946
H -1.441 -3.053 -2.363
H -0.530 -4.371 -3.132
H -0.536 -2.752 -3.900
C 2.434 -1.397 0.526
H 3.321 -1.905 0.918
H 1.649 -1.312 1.287
H 2.728 -0.411 0.188
C 1.094 2.344 0.467
H 1.537 3.334 0.621
H 1.651 1.778 -0.283
H 1.103 1.760 1.401
C -3.572 1.355 -0.536
H -3.877 1.371 -1.582
H -4.316 1.892 0.056
H -3.460 0.334 -0.178
Se -1.173 -1.513 1.321
C -0.971 -0.233 2.606
C -1.936 0.790 2.777
C -1.680 1.850 3.623
C -0.517 1.882 4.414
C 0.410 0.828 4.303
C 0.193 -0.225 3.425
H -2.870 0.727 2.218
H -2.400 2.665 3.686
H -0.337 2.713 5.106
H 1.315 0.834 4.920
H 0.914 -1.042 3.337
```

Calculated values
- 2S+1 = 3
- total charge = -2
- DFT total energy (hartree) = -3829.20880

4.
C44H58N2O2P2S6Ti | the ωB97M-V functional and the def2-TZVPD basis

XYZ file:
```
115
C44H58N2O2P2S6Ti (the ωB97M-V functional and the def2-TZVPD basis)
Ti 0.625 -1.023 -0.586
O 0.220 -0.255 1.675
S 0.132 0.096 3.140
C 0.793 -1.445 4.009
C 1.651 -2.297 3.095
C 1.180 -3.742 2.940
C 1.800 -4.353 1.698
S 0.784 -4.005 0.131
O 0.197 -2.655 0.418
C -0.566 -5.094 0.601
C -0.417 -6.473 0.516
C -1.504 -7.291 0.746
C -2.741 -6.743 1.056
C -2.892 -5.368 1.115
C -1.808 -4.543 0.880
C 1.371 1.263 3.631
C 0.890 2.549 3.950
C 1.734 3.524 4.417
C 3.096 3.252 4.599
C 3.580 1.982 4.284
C 2.746 1.003 3.801
H -0.115 -1.971 4.307
H 1.307 -1.091 4.899
H 2.693 -2.290 3.422
H 1.606 -1.858 2.092
H 0.092 -3.760 2.831
H 1.435 -4.324 3.834
H 1.878 -5.438 1.752
H 2.779 -3.926 1.475
H 0.543 -6.892 0.246
H -1.394 -8.366 0.671
H -3.591 -7.391 1.225
H -3.863 -4.937 1.323
H -1.908 -3.468 0.896
H -0.165 2.746 3.820
H 1.347 4.507 4.655
H 3.762 4.015 4.972
H 4.631 1.763 4.419
H 3.147 0.032 3.550
S -2.320 -4.246 -2.374
S -0.344 -4.395 -2.238
S 0.770 -2.682 -2.501
S 3.009 -1.542 -0.677
C -3.575 -1.474 -0.801
P -2.223 -0.307 -0.303
C -2.606 1.096 -1.407
N -3.769 1.748 -1.235
C -4.042 2.754 -2.100
C -5.250 3.455 -1.999
C -5.522 4.510 -2.858
C -4.611 4.875 -3.832
C -3.413 4.185 -3.971
C -3.115 3.117 -3.123
N -1.964 2.418 -3.297
C -1.741 1.407 -2.446
P -0.391 0.233 -2.793
C -1.446 -0.996 -3.677
C 0.474 0.998 -4.310
C 0.930 2.410 -3.934
C -0.442 1.130 -5.529
C 1.660 0.082 -4.654
C -3.022 0.271 1.335
C -2.754 -0.822 2.381
C -4.534 0.510 1.276
C -2.352 1.601 1.683
H -4.422 -0.891 -1.161
H -3.871 -2.071 0.060
H -3.246 -2.173 -1.571
H -5.963 3.154 -1.244
H -6.457 5.055 -2.763
H -4.831 5.703 -4.498
H -2.702 4.450 -4.744
H -2.276 -0.479 -4.161
H -1.837 -1.739 -2.978
H -0.840 -1.534 -4.405
H 0.050 3.039 -3.835
H 1.576 2.823 -4.711
H 1.468 2.429 -2.992
H -1.329 1.696 -5.256
H -0.742 0.166 -5.930
H 0.089 1.670 -6.314
H 2.082 -0.391 -3.763
H 2.451 0.640 -5.159
H 1.345 -0.727 -5.310
H -3.485 -1.627 2.287
H -2.831 -0.415 3.391
H -1.764 -1.253 2.252
H -5.092 -0.417 1.159
H -4.764 1.172 0.443
H -4.852 0.978 2.211
H -1.274 1.544 1.550
H -2.562 1.889 2.715
H -2.733 2.374 1.018
C 3.410 1.333 -1.641
C 2.866 1.287 -0.209
C 1.658 2.227 -0.048
C 2.360 -0.111 0.165
C 4.028 1.697 0.681
C 4.191 2.984 1.183
C 5.319 3.322 1.913
C 6.301 2.380 2.163
C 6.138 1.089 1.686
C 5.018 0.756 0.952
H 2.673 0.917 -2.325
H 4.312 0.728 -1.720
H 3.645 2.362 -1.920
H 0.793 1.807 -0.584
H 1.857 3.224 -0.442
H 1.396 2.305 1.009
H 2.537 -0.247 1.240
H 3.443 3.743 1.010
H 5.428 4.329 2.294
H 7.189 2.648 2.723
H 6.889 0.335 1.885
H 4.901 -0.248 0.570
```

Calculated values
- 2S+1 = 3
- total charge = -2
- relative energy (zero: lowest compared OMol25 entry of this formula, charge and spin) (kJ/mol) = 83.7

5.
C3H12O2S2 | the ωB97M-V functional and the def2-TZVPD basis

XYZ file:
```
19
C3H12O2S2 (the ωB97M-V functional and the def2-TZVPD basis)
C 1.199 1.339 -1.184
C -0.158 1.996 -0.912
S -1.580 0.946 -1.008
S -2.601 -0.512 2.294
C -0.853 -0.915 1.963
H 1.062 0.487 -1.831
H 1.894 2.033 -1.643
H 1.656 0.945 -0.290
H -0.335 2.875 -1.538
H -0.219 2.332 0.135
H -0.335 -0.935 2.906
H -0.384 -0.127 1.392
H -0.690 -1.829 1.413
H 2.408 -2.203 0.246
H -2.885 -0.163 1.033
O 1.991 -1.369 0.083
H 0.687 -1.707 -0.759
H -0.663 -1.172 -1.123
O -0.193 -2.019 -1.177
```

Calculated values
- 2S+1 = 2
- total charge = -1
- relative energy (zero: lowest compared OMol25 entry of this formula, charge and spin) (kJ/mol) = 98.7